ORCA calculation (the ωB97M-V functional and the def2-TZVPD basis) on a molecular structure, C39H32F3N3OPPd.

```
! wB97M-V def2-TZVPD RIJCOSX def2/J DEFGRID3
* xyz -1 1
Pd 0.2533 -0.2182 -0.9620
C 1.0427 2.0364 1.5903
C -0.4345 2.1745 1.9153
C -0.7040 3.5061 2.6130
C -0.9127 1.0100 2.7850
C -2.4235 1.0599 3.0883
O -2.9214 -0.2151 2.6656
C -1.8615 -0.8548 2.0722
N -0.7339 -0.2866 2.1238
C -2.2041 -2.1284 1.4166
C -3.4994 -2.6085 1.6273
C -3.9447 -3.7764 1.0388
C -3.0837 -4.4791 0.2135
C -1.8008 -4.0070 -0.0081
C -1.3164 -2.8321 0.5771
P 0.3472 -2.1899 0.0524
C 0.9400 -3.5848 -1.0082
C 1.3800 -4.8195 -0.5298
C 1.8205 -5.8021 -1.4033
C 1.8250 -5.5654 -2.7730
C 1.3914 -4.3418 -3.2604
C 0.9575 -3.3560 -2.3817
C 1.3706 -2.5776 1.5413
C 0.8681 -2.8330 2.8126
C 1.7224 -3.0460 3.8885
C 3.0971 -3.0163 3.7102
C 3.6131 -2.7729 2.4424
C 2.7572 -2.5519 1.3756
H 1.3773 2.8576 0.9528
H 1.2155 1.1063 1.0463
H 1.6442 2.0414 2.5076
H -0.9921 2.1268 0.9722
H -0.1487 3.5631 3.5552
H -1.7611 3.6663 2.8357
H -0.3728 4.3347 1.9848
H -0.3190 1.0077 3.7082
H -2.9356 1.8294 2.5076
H -2.6598 1.1889 4.1448
H -4.1622 -2.0429 2.2650
H -4.9541 -4.1242 1.2179
H -3.4053 -5.3933 -0.2706
H -1.1655 -4.5685 -0.6754
H 1.3760 -5.0147 0.5362
H 2.1607 -6.7549 -1.0154
H 2.1701 -6.3329 -3.4554
H 1.3964 -4.1479 -4.3260
H 0.6285 -2.3852 -2.7406
H -0.2026 -2.8714 2.9725
H 1.3063 -3.2391 4.8701
H 3.7619 -3.1820 4.5490
H 4.6850 -2.7526 2.2847
H 3.1674 -2.3564 0.3900
F -5.9593 6.7755 -2.6481
C -4.9450 6.6204 -3.5373
F -4.2887 7.8035 -3.5443
F -5.5290 6.4971 -4.7470
C -4.0540 5.4742 -3.2044
C -4.1790 4.2560 -3.8621
C -3.3700 3.1909 -3.5140
C -2.4077 3.3043 -2.4960
C -2.3027 4.5478 -1.8440
C -3.1110 5.6112 -2.1896
C -1.5756 2.2151 -2.1325
C -0.8632 1.2707 -1.8002
H -4.9104 4.1429 -4.6517
H -3.4658 2.2429 -4.0260
H -1.5645 4.6548 -1.0599
H -3.0078 6.5590 -1.6756
N 7.6049 2.9361 -0.5154
C 6.6215 2.3578 -0.6525
C 5.3938 1.6261 -0.8246
C 4.8298 1.4877 -2.0879
C 3.6542 0.7619 -2.1966
N 3.0440 0.1966 -1.1604
C 3.5858 0.3465 0.0448
C 4.7607 1.0478 0.2689
H 5.2934 1.9340 -2.9564
H 3.1692 0.6343 -3.1577
H 3.0496 -0.1157 0.8654
H 5.1704 1.1411 1.2648
*
```

Energy relative to the best compared isomer or geometry (same formula, charge and spin) in kJ/mol: 0.00
Orbital gap in eV: 5.53
HOMO energy in eV: -3.5
E_LUMO in eV: 2.03
DFT total energy in eV: -68402.03150

Atomic partial charges in e from the Löwdin method, atoms 1 to 4:
1. Pd 0.183
2. C -0.093
3. C -0.401
4. C -0.074

=====

ORCA calculation (the ωB97M-V functional and the def2-TZVPD basis) on a molecular structure, C39H32N12O3RuS3.

```
! wB97M-V def2-TZVPD RIJCOSX def2/J DEFGRID3
* xyz 1 2
Ru 1.3535 0.2629 0.9750
C -0.5318 0.6809 3.7914
C 0.8590 1.2105 3.9127
C 1.2129 1.8128 5.1439
C 2.4663 2.2934 5.3387
C 3.4319 2.1062 4.3244
C 4.7810 2.4888 4.4970
C 5.7085 2.2034 3.5352
C 5.3233 1.5027 2.3797
C 4.0136 1.1361 2.1818
S 3.5381 0.1644 0.8017
C 3.0244 1.4681 3.1390
N 1.7073 1.1013 2.9087
H -0.8574 0.3062 4.7605
H -0.5812 -0.1240 3.0656
H -1.2246 1.4730 3.5055
H 0.4579 1.8828 5.9137
H 2.7484 2.7755 6.2660
H 5.0627 2.9929 5.4121
H 6.7432 2.4873 3.6673
H 6.0665 1.2267 1.6426
C -3.8103 -1.4621 -0.5649
N -2.8026 -0.5923 0.0359
C -1.4865 -0.7564 0.0507
N -0.9101 0.2768 0.6563
C -1.9743 1.0588 0.9960
N -3.1322 0.5743 0.6292
C -3.4890 -1.7651 -2.0100
C -3.8066 -2.9986 -2.5637
C -3.5394 -3.2533 -3.9034
C -2.9329 -2.2932 -4.6957
C -2.6019 -1.0616 -4.1389
C -2.8926 -0.7989 -2.8053
C -1.9228 -0.0377 -4.9298
N -1.6153 -0.0188 -6.1779
N -0.9519 1.1821 -6.4022
C -0.9111 1.7931 -5.2715
O -1.5078 1.0799 -4.2810
C -0.3103 3.0730 -4.9054
C 0.3652 3.8512 -5.8424
C 0.9495 5.0399 -5.4408
C 0.8787 5.4525 -4.1143
C 0.2010 4.6815 -3.1812
C 0.1237 5.0708 -1.7243
N 0.8050 4.0888 -0.8844
C 0.3530 2.9231 -0.4332
N 1.3501 2.2387 0.1110
C 2.4187 3.0775 -0.0376
N 2.1240 4.1973 -0.6416
C -0.4001 3.5006 -3.5880
H -4.7514 -0.9220 -0.4675
H -3.8813 -2.3789 0.0210
H -0.9893 -1.6079 -0.3813
H -1.8868 2.0066 1.4988
H -4.2643 -3.7656 -1.9505
H -3.7946 -4.2150 -4.3267
H -2.7039 -2.4870 -5.7345
H -2.6440 0.1694 -2.3912
H 0.4292 3.5149 -6.8680
H 1.4773 5.6478 -6.1627
H 1.3590 6.3736 -3.8088
H -0.9114 5.1285 -1.3861
H 0.6050 6.0273 -1.5361
H -0.6635 2.5945 -0.5436
H 3.4126 2.8374 0.2958
H -0.9416 2.8924 -2.8753
N -3.2453 -6.3111 2.5749
C -2.1523 -5.4815 2.6633
C -2.3123 -4.1325 3.0172
C -1.2235 -3.2909 3.0663
C 0.0453 -3.7712 2.7581
C 0.2193 -5.1048 2.4135
C -0.8701 -5.9532 2.3649
S 1.4273 -2.6900 2.7896
O 2.5997 -3.4833 2.5543
O 1.3298 -1.8176 3.9231
N 1.1737 -1.7210 1.4815
C 1.3837 -2.1582 0.2132
S 1.5910 -3.6917 -0.5244
C 1.5894 -2.9098 -2.0724
C 1.4790 -1.5688 -1.9442
N 1.3624 -1.1482 -0.6442
H -4.0751 -6.0348 3.0717
H -3.0720 -7.3020 2.5873
H -3.2978 -3.7609 3.2704
H -1.3504 -2.2601 3.3691
H 1.2131 -5.4731 2.1982
H -0.7311 -6.9944 2.1024
H 1.7072 -3.4839 -2.9753
H 1.4837 -0.8472 -2.7459
*
```

⟨S²⟩: 0.7589
Energy relative to the best compared isomer or geometry (same formula, charge and spin) in kJ/mol: 7.92
Orbital gap (spin up / spin down) in eV: 7.76 / 6.61
HOMO energy (spin up / spin down) in eV: -10.2 / -10.3
E_LUMO (spin up / spin down) in eV: -2.42 / -3.72
DFT total energy in eV: -100071.30358

Atomic partial charges in e from the Löwdin method, atoms 1 to 4:
1. Ru 1.018
2. C -0.037
3. C -0.291
4. C 0.002

=====

ORCA calculation (the ωB97M-V functional and the def2-TZVPD basis) on a molecular structure, C39H33Cl2N3O5STeZr in a non-equilibrium geometry.

```
! wB97M-V def2-TZVPD RIJCOSX def2/J DEFGRID3
* xyz 0 1
Zr 0.0949 -0.2845 -0.1948
N 0.5821 -1.1055 2.1666
C 0.2046 -0.0620 3.1357
C -0.9145 0.8498 2.5730
O -1.6987 1.4009 3.3312
N -0.8615 0.9460 1.2492
C -1.8522 1.8249 0.6335
C -1.4263 1.9769 -0.8266
O -1.4761 3.0482 -1.4094
O -0.9836 0.8819 -1.3451
H -0.0898 -1.8766 2.2428
H 1.4900 -1.4906 2.4396
H 1.0701 0.5810 3.3272
H -0.1395 -0.4704 4.0959
H -1.8926 2.7990 1.1364
H -2.8630 1.3855 0.6835
Cl -2.1920 -1.3914 0.4930
C -2.9767 -2.2345 -0.8140
C -4.2650 -2.6926 -0.6082
C -4.9125 -3.3822 -1.6162
C -4.2618 -3.6007 -2.8219
C -2.9844 -3.1169 -3.0170
Cl -2.2088 -3.3751 -4.5267
C -2.2844 -2.3997 -2.0239
S -0.7022 -1.7770 -2.3288
H -4.7516 -2.4895 0.3318
H -5.9149 -3.7419 -1.4624
H -4.7401 -4.1379 -3.6235
C 5.4128 -3.0189 2.6124
C 4.4130 -2.4054 1.6832
C 3.4932 -3.2020 1.0138
C 2.5638 -2.6437 0.1475
C 1.3365 -3.3304 -0.2762
O 0.2576 -2.7133 -0.0982
C 1.4151 -4.6602 -0.8695
C 0.3356 -5.5429 -0.7995
C 0.4440 -6.8076 -1.3442
C 1.6067 -7.1915 -1.9951
C 2.6682 -6.3051 -2.1026
C 2.5794 -5.0479 -1.5394
C 2.5605 -1.2493 -0.1134
O 1.7978 -0.7634 -1.0495
C 3.3942 -0.4339 0.6995
C 4.3276 -1.0229 1.5451
C 3.1114 0.9981 0.6308
N 1.8795 1.3120 0.4382
C 1.5517 2.6444 -0.0030
C 1.5113 2.5904 -1.5215
Te 0.6661 4.4126 -2.2398
C 2.6982 5.1721 -2.1403
C 3.1483 5.8830 -1.0350
C 4.4920 6.1826 -0.8845
C 5.4023 5.7768 -1.8448
C 4.9628 5.0790 -2.9568
C 3.6194 4.7810 -3.1028
C 4.2222 1.9740 0.7615
C 5.2004 2.0882 -0.2204
C 6.2160 3.0198 -0.0861
C 6.2634 3.8444 1.0254
C 5.3048 3.7193 2.0166
C 4.2866 2.7929 1.8854
H 5.2370 -4.0860 2.7211
H 5.3601 -2.5467 3.5906
H 6.4201 -2.8713 2.2306
H 3.4480 -4.2653 1.1971
H -0.5682 -5.2237 -0.3030
H -0.3784 -7.5009 -1.2593
H 1.6904 -8.1793 -2.4249
H 3.5669 -6.6012 -2.6234
H 3.3923 -4.3436 -1.6385
H 4.9748 -0.3911 2.1385
H 2.2990 3.3904 0.2983
H 0.5793 2.9361 0.4012
H 0.9093 1.7571 -1.8837
H 2.5213 2.4728 -1.9107
H 2.4429 6.2096 -0.2828
H 4.8363 6.7241 -0.0133
H 6.4513 6.0096 -1.7290
H 5.6726 4.7641 -3.7086
H 3.2822 4.2346 -3.9745
H 5.1494 1.4628 -1.0992
H 6.9688 3.1074 -0.8560
H 7.0382 4.5934 1.1110
H 5.3453 4.3520 2.8903
H 3.5311 2.7038 2.6513
*
```

Energy relative to the best compared isomer or geometry (same formula, charge and spin) in kJ/mol: 225.59
Orbital gap in eV: 6.25
HOMO energy in eV: -7.1
E_LUMO in eV: -0.85
DFT total energy in eV: -100144.65259

Atomic partial charges in e from the Löwdin method, atoms 1 to 4:
1. Zr 1.603
2. N -0.019
3. C -0.137
4. C -0.578

=====

- The lowest energy relative to the best compared isomer or geometry (same formula, charge and spin) belongs to which entry?
  C39H32F3N3OPPd